The following is a DFT calculation (the ωB97M-V functional and the def2-TZVPD basis) of C31H31IrN5O4PS as an isolated structure.

Geometry as XYZ:
```
74
Properties=species:S:1:pos:R:3:forces:R:3
Ir 0.427063 -1.304754 -1.010413 -0.192 -0.139 -0.171
C -3.616683 4.188883 3.014274 0.000 0.005 0.004
C -2.264814 4.430943 3.210119 0.006 -0.004 0.004
C -1.319746 3.511459 2.776343 0.001 0.007 -0.022
C -1.717124 2.333665 2.146558 -0.025 0.016 -0.096
C -3.079944 2.094322 1.968838 -0.008 0.009 0.027
C -4.023657 3.017558 2.391189 -0.002 -0.004 -0.006
P -0.597802 1.042402 1.486829 0.063 -0.117 0.108
C 0.993321 1.536472 2.231285 0.277 -0.570 -0.093
C 2.147693 1.714247 1.435332 -0.789 3.387 0.829
C 3.266222 2.335385 2.058736 0.128 -0.642 -0.230
C 3.379950 2.371902 3.425649 0.046 -0.136 0.149
C 2.326043 1.893502 4.215445 0.074 0.066 -0.050
C 1.132680 1.528437 3.620855 -0.075 -0.096 0.029
C -0.385636 1.547316 -0.269895 -0.222 -0.147 -0.104
C -0.643979 2.879811 -0.616706 0.069 0.015 0.035
C -0.631528 3.318291 -1.926219 0.006 0.001 -0.008
C -0.369652 2.402876 -2.932141 -0.005 0.013 -0.013
C -0.102110 1.083286 -2.612732 0.083 -0.016 0.018
C -0.099393 0.616910 -1.291971 0.049 0.170 0.093
H -4.351374 4.909344 3.349649 0.000 -0.002 0.004
H -1.941378 5.343124 3.695209 -0.002 -0.002 0.007
H -0.267967 3.720121 2.926301 0.001 0.005 -0.011
H -3.401078 1.173990 1.493602 0.004 -0.007 0.010
H -5.076970 2.818190 2.242027 -0.001 0.003 0.000
H 1.962320 2.091950 0.432137 0.148 -0.825 -0.347
H 4.071108 2.701689 1.432935 -0.021 0.091 0.019
H 4.261730 2.788524 3.895158 0.014 -0.030 -0.002
H 2.425243 1.861663 5.292297 -0.021 0.044 0.006
H 0.283834 1.267426 4.243689 0.004 -0.019 -0.005
H -0.862434 3.592021 0.168737 -0.032 -0.010 0.005
H -0.828919 4.357050 -2.156034 -0.006 -0.001 0.000
H -0.358518 2.712369 -3.969853 0.003 -0.006 -0.002
H 0.124268 0.400716 -3.418306 0.069 0.037 0.010
C 3.771990 -0.000815 -0.142270 -0.032 1.107 0.169
C 2.737216 -0.200520 0.934350 0.677 -3.874 -0.887
N 1.631347 -0.917439 0.574282 0.113 0.691 0.030
C 1.231121 -1.679449 1.628827 -0.320 0.088 0.128
C 2.154557 -1.580132 2.623599 -0.027 -0.057 0.032
N 3.135395 -0.771576 2.132776 -0.132 0.952 0.288
C 2.239340 -2.101154 4.008448 0.048 0.092 0.074
O 1.290770 -2.927316 4.399605 -0.074 -0.013 -0.072
O 3.152967 -1.745432 4.714038 -0.017 -0.018 -0.010
C -0.112326 -2.317991 1.552749 -0.025 0.181 0.058
O -0.491874 -3.102852 2.415539 0.008 0.116 0.084
O -0.799581 -1.929144 0.528988 0.074 -0.368 -0.165
H 3.281377 0.304628 -1.062060 0.035 0.048 0.018
H 4.291669 -0.941037 -0.314239 -0.073 -0.043 0.003
H 4.497100 0.762167 0.139303 0.054 -0.047 0.013
H 3.822536 -0.371878 2.759410 0.107 -0.087 -0.058
H 0.599569 -3.075277 3.690879 0.026 0.015 0.023
S 3.964119 -0.921039 -4.192585 -0.003 0.005 0.012
C 2.721195 -1.019646 -3.167791 -0.040 -0.004 -0.066
N 1.815139 -1.086405 -2.431572 0.015 -0.043 0.132
C -2.211646 -1.440013 -2.529307 -0.070 -0.111 0.092
C -3.183318 -2.159661 -3.494834 0.015 -0.019 0.028
N -2.623011 -3.428211 -3.948400 -0.013 -0.062 -0.013
C -1.381477 -3.175858 -4.669764 -0.002 0.007 0.036
C -0.378685 -2.401089 -3.783113 -0.021 0.007 0.013
N -0.942072 -2.216037 -2.412950 -0.026 0.340 -0.118
C -1.278935 -3.566946 -1.871849 0.038 -0.022 -0.012
C -2.320803 -4.257196 -2.787748 0.000 0.023 0.012
H -2.621370 -1.355622 -1.522246 0.022 0.020 0.008
H -1.960159 -0.441644 -2.874118 -0.036 -0.020 -0.003
H -3.386874 -1.541766 -4.370473 -0.001 -0.007 -0.003
H -4.135285 -2.362212 -3.002742 -0.008 0.024 -0.005
H -1.606753 -2.614107 -5.576859 -0.008 0.004 0.004
H -0.965874 -4.138016 -4.971225 0.015 0.013 -0.025
H -0.166612 -1.413149 -4.183648 0.021 -0.029 -0.027
H 0.570687 -2.923553 -3.687798 0.002 0.008 0.010
H -1.657357 -3.434369 -0.862830 0.023 0.006 0.013
H -0.346034 -4.134339 -1.816964 -0.004 -0.004 -0.013
H -3.246606 -4.432409 -2.238771 0.000 -0.011 -0.003
H -1.952187 -5.222596 -3.135524 -0.004 -0.002 0.003
```
Forces are in eV/Å.

Computed properties:
* ΔE to the lowest compared entry with this formula, charge and spin: 0.896 eV
* HOMO level: -7.994 eV
* electronic energy: -2618.55923 Eh
* 2S+1: 1

Charges obtained by Mulliken population analysis, quoted in units of e: atom 1 (Ir): 1.42, atom 2 (C): -0.47, atom 3 (C): -0.75, atom 4 (C): -0.05, atom 5 (C): 0.38, atom 6 (C): -0.53, atom 7 (C): -0.69, atom 8 (P): 0.37, atom 9 (C): 0.64, atom 10 (C): -0.29, atom 11 (C): -0.49, atom 12 (C): -0.75, atom 13 (C): -0.61, atom 14 (C): -0.84, atom 15 (C): 0.24, atom 16 (C): 0.00, atom 17 (C): -0.94, atom 18 (C): -0.94, atom 19 (C): 0.11, atom 20 (C): -0.05, atom 21 (H): 0.38, atom 22 (H): 0.41, atom 23 (H): 0.35, atom 24 (H): 0.39, atom 25 (H): 0.40, atom 26 (H): 0.30, atom 27 (H): 0.48, atom 28 (H): 0.40, atom 29 (H): 0.49, atom 30 (H): 0.49, atom 31 (H): 0.45, atom 32 (H): 0.42, atom 33 (H): 0.45, atom 34 (H): 0.19, atom 35 (C): -1.69, atom 36 (C): 0.45, atom 37 (N): -0.92, atom 38 (C): 0.35, atom 39 (C): -0.04, atom 40 (N): 0.11, atom 41 (C): 0.49, atom 42 (O): -0.57, atom 43 (O): -0.61, atom 44 (C): 0.97, atom 45 (O): -0.87, atom 46 (O): -0.61, atom 47 (H): 0.21, atom 48 (H): 0.41, atom 49 (H): 0.40, atom 50 (H): 0.41, atom 51 (H): 0.43, atom 52 (S): -0.41, atom 53 (C): 0.42, atom 54 (N): -0.43, atom 55 (C): -0.28, atom 56 (C): -0.94, atom 57 (N): -0.17, atom 58 (C): -0.90, atom 59 (C): -0.38, atom 60 (N): -0.24, atom 61 (C): -0.48, atom 62 (C): -0.92, atom 63 (H): 0.51, atom 64 (H): 0.26, atom 65 (H): 0.37, atom 66 (H): 0.29, atom 67 (H): 0.36, atom 68 (H): 0.27, atom 69 (H): 0.16, atom 70 (H): 0.61, atom 71 (H): 0.48, atom 72 (H): 0.51, atom 73 (H): 0.33, atom 74 (H): 0.32